{"formula": "C17H40NP3PdS", "method": "wB97M-V/def2-TZVPD", "elements": ["Pd", "P", "P", "P", "H", "C", "C", "H", "C", "C", "C", "C", "C", "C", "C", "C", "C", "H", "H", "H", "H", "H", "H", "H", "H", "H", "H", "H", "H", "H", "H", "H", "H", "H", "H", "H", "H", "H", "H", "H", "H", "H", "H", "H", "H", "H", "C", "C", "C", "C", "C", "C", "S", "H", "H", "H", "H", "H", "H", "N", "H", "H", "H"], "coordinates": [[-0.468, 0.478, 0.772], [1.697, 1.749, 1.368], [0.748, 1.119, -2.583], [-1.108, -0.029, 2.780], [-3.290, -3.987, -1.471], [-3.391, -3.428, -0.529], [-3.927, -2.206, -0.560], [-4.515, -1.854, -1.411], [2.943, 0.489, 1.839], [2.888, 2.963, 0.626], [1.554, 2.683, 2.953], [0.148, 0.876, -4.253], [0.939, 2.820, -2.135], [2.202, 0.228, -2.025], [-2.503, -1.128, 2.467], [-1.597, 1.321, 3.903], [0.242, -0.887, 3.650], [-3.284, -4.031, 0.354], [-4.004, -1.574, 0.327], [3.852, 0.973, 2.210], [3.217, -0.097, 0.957], [2.577, -0.189, 2.616], [3.737, 3.110, 1.309], [2.431, 3.950, 0.490], [3.315, 2.641, -0.331], [2.546, 2.998, 3.303], [1.098, 2.102, 3.754], [0.982, 3.605, 2.787], [0.486, 1.787, -4.737], [-0.939, 0.785, -4.264], [0.576, -0.010, -4.732], [1.761, 3.230, -2.740], [1.200, 2.860, -1.080], [0.023, 3.400, -2.316], [2.884, 0.096, -2.874], [1.968, -0.776, -1.634], [2.751, 0.800, -1.252], [-2.899, -1.534, 3.398], [-2.205, -1.944, 1.792], [-3.275, -0.565, 1.918], [-1.710, 0.917, 4.916], [-2.553, 1.749, 3.600], [-0.871, 2.135, 3.942], [-0.174, -1.413, 4.514], [1.004, -0.180, 4.012], [0.711, -1.617, 2.979], [-0.770, -1.933, -1.866], [0.104, -2.657, -1.026], [0.799, -3.738, -1.547], [0.606, -4.161, -2.877], [-0.249, -3.418, -3.727], [-0.998, -2.385, -3.189], [-1.677, -0.569, -1.329], [-0.528, 0.868, -1.894], [0.165, -2.376, 0.026], [1.514, -4.287, -0.940], [1.071, -5.096, -3.190], [-0.322, -3.670, -4.796], [-1.781, -1.907, -3.778], [-1.297, 2.531, 0.412], [-2.282, 2.277, 0.453], [-1.029, 2.913, -0.498], [-1.090, 3.195, 1.158]], "s_squared": 6.0313, "e_above_lowest_ev": 0.000, "multiplicity": 5, "charge": 4, "homo_lumo_gap_ev": [8.92, 3.49]}

=====

{"formula": "C8H8N2O4", "method": "wB97M-V/def2-TZVPD", "elements": ["C", "C", "C", "C", "C", "C", "C", "C", "N", "N", "O", "O", "O", "O", "H", "H", "H", "H", "H", "H", "H", "H"], "coordinates": [[1.554, 2.345, -0.707], [2.721, 1.606, -0.858], [0.395, 1.693, -1.115], [1.456, -0.496, -1.148], [2.675, 0.185, -0.885], [0.257, 0.299, -1.302], [-2.506, -0.519, 1.416], [-1.309, 0.159, 1.777], [-1.521, -1.278, -1.394], [3.824, -0.521, -0.578], [4.865, 0.010, -0.414], [3.691, -1.735, -0.391], [-3.379, -0.624, 0.644], [-0.999, 0.002, -1.519], [1.682, 3.443, -0.427], [3.726, 1.997, -0.536], [-0.559, 2.260, -1.322], [1.554, -1.610, -1.330], [-0.526, -0.434, 2.221], [-1.717, 0.961, 2.433], [-0.715, 0.459, 0.879], [-2.275, -1.262, -1.888]], "e_above_lowest_ev": 9.261, "multiplicity": 1, "homo_lumo_gap_ev": [8.21, 5.78]}

=====

{"formula": "C4H11NO3", "method": "wB97M-V/def2-TZVPD", "elements": ["O", "C", "N", "C", "C", "C", "O", "H", "H", "H", "H", "H", "H", "H", "H", "H", "H", "H", "O"], "coordinates": [[1.640, 3.097, 1.337], [1.742, 1.934, 1.050], [0.716, 1.047, 0.915], [0.758, -0.297, 0.339], [-0.754, -0.686, 0.141], [-0.933, -2.199, 0.569], [-1.379, -3.123, -0.460], [2.752, 1.502, 0.756], [-0.176, 1.392, 1.235], [1.153, -0.476, -0.646], [1.281, -0.926, 1.059], [-1.139, -0.313, -0.780], [-1.496, -0.286, 0.895], [0.042, -2.528, 0.945], [-1.788, -2.317, 1.207], [-1.467, -2.648, -1.303], [-0.016, 2.463, -3.092], [-0.202, 2.066, -1.697], [-0.734, 2.298, -2.472]], "e_above_lowest_ev": 2.435, "multiplicity": 1, "smiles": "O=CNCCCO.O", "homo_lumo_gap_ev": 10.67}

=====

{"formula": "H3O5P2", "method": "wB97M-V/def2-TZVPD", "elements": ["O", "O", "O", "O", "O", "P", "P", "H", "H", "H"], "coordinates": [[-1.516, 0.674, 1.201], [-2.487, -1.041, -0.528], [1.290, 0.446, 1.215], [2.289, -1.146, -0.484], [0.197, -0.062, -0.986], [0.833, -0.855, 0.277], [-1.689, 0.170, -0.172], [0.446, 0.892, 1.408], [2.533, -0.435, -0.952], [-1.896, 1.357, -0.980]], "e_above_lowest_ev": 0.557, "multiplicity": 1, "charge": -1, "homo_lumo_gap_ev": 9.20}

=====

{"formula": "C7H11ClN3", "method": "wB97M-V/def2-TZVPD", "elements": ["C", "C", "C", "C", "C", "C", "C", "N", "N", "N", "Cl", "H", "H", "H", "H", "H", "H", "H", "H", "H", "H", "H"], "coordinates": [[0.406, -0.530, -1.632], [-0.662, -1.325, -1.425], [-0.526, 0.056, 0.295], [-0.703, 0.722, 1.639], [0.293, 1.847, 1.850], [1.720, 1.654, 1.241], [-1.258, -2.423, -2.187], [0.535, 0.241, -0.548], [-1.257, -0.982, -0.204], [1.381, 1.288, -0.407], [2.424, 0.098, 1.860], [0.915, -0.616, -2.602], [-1.653, 1.090, 1.554], [-0.710, 0.027, 2.446], [-0.049, 2.893, 1.590], [0.523, 1.976, 2.939], [2.365, 2.538, 1.203], [-1.321, -2.229, -3.276], [-0.556, -3.170, -2.155], [-2.183, -2.780, -1.602], [-1.905, -1.580, 0.314], [2.223, 1.207, -0.890]], "e_above_lowest_ev": 0.000, "multiplicity": 1, "smiles": "Cc1cn2c([nH+]1)CC[C@@H](Cl)N2", "charge": 1, "homo_lumo_gap_ev": 9.94}

=====

{"formula": "C3H4LaO3", "method": "wB97M-V/def2-TZVPD", "elements": ["O", "La", "O", "C", "O", "C", "C", "H", "H", "H", "H"], "coordinates": [[-1.184, -1.531, -0.527], [-1.182, -0.713, -5.173], [-0.957, -0.304, -2.333], [-0.871, -0.453, -1.148], [-0.119, 0.395, -0.371], [-0.017, 0.121, 0.895], [1.120, 0.613, 1.626], [-0.927, -0.159, 1.455], [0.770, 1.327, 2.387], [1.452, -0.268, 2.221], [1.917, 0.973, 0.967]], "s_squared": 0.7547, "multiplicity": 2, "charge": 4, "homo_lumo_gap_ev": 7.30}

=====

- What is the formula in the fourth record?
  H3O5P2

=====

Repeat the sixth record exactly.
{"formula": "C3H4LaO3", "method": "wB97M-V/def2-TZVPD", "elements": ["O", "La", "O", "C", "O", "C", "C", "H", "H", "H", "H"], "coordinates": [[-1.184, -1.531, -0.527], [-1.182, -0.713, -5.173], [-0.957, -0.304, -2.333], [-0.871, -0.453, -1.148], [-0.119, 0.395, -0.371], [-0.017, 0.121, 0.895], [1.120, 0.613, 1.626], [-0.927, -0.159, 1.455], [0.770, 1.327, 2.387], [1.452, -0.268, 2.221], [1.917, 0.973, 0.967]], "s_squared": 0.7547, "multiplicity": 2, "charge": 4, "homo_lumo_gap_ev": 7.30}

=====

- What is the formula in the second record?
  C8H8N2O4